This record from the OMol25 dataset describes a cluster of 19 separate species, C49H78BrFN19O2 in total. The level of theory is wB97M-V/def2-TZVPD.

XYZ file:
```
150
Properties=species:S:1:pos:R:3:forces:R:3:lowdin_charge:R:1
Br -3.135527 0.131625 0.127283 -0.1 0.0 0.1 0.773
F 1.380351 -1.135162 -2.566552 0.1 -0.4 -0.1 -0.035
O -2.609520 -5.085097 -2.671763 0.2 0.2 -0.3 0.058
O -1.720261 -6.344608 -0.634035 2.5 1.2 0.4 -0.125
N -0.683192 9.795922 1.767179 -0.1 0.2 0.2 0.123
N -3.758948 -7.253821 -0.749818 -1.8 -1.0 -0.1 0.176
N 0.680698 5.414253 3.254378 0.2 0.0 0.0 0.156
N 6.353217 -1.716894 -0.454240 0.4 0.1 0.2 0.128
N -2.441307 -11.396270 2.572582 -0.2 0.1 0.2 0.134
N -7.155292 1.063506 -2.699054 0.0 -0.2 0.2 0.144
N 4.475525 2.700332 1.342208 0.0 -0.2 0.3 0.147
N -2.215125 -3.356226 -1.302012 0.4 0.0 0.0 0.224
N -1.957979 6.359665 6.843878 -0.6 0.7 0.0 0.143
N -0.170784 -0.006727 2.113002 0.0 -0.2 -0.1 0.111
N 3.867024 11.490041 -3.041054 0.2 0.1 -0.1 0.141
N 1.747412 -9.781059 -0.711052 -0.1 0.1 0.0 0.157
N -0.322239 8.467287 -3.231796 -0.2 -0.1 0.1 0.127
N 0.269866 -6.421167 3.036844 0.2 0.2 -0.2 0.116
N 1.820981 3.288967 6.843771 0.3 -0.1 0.1 0.117
N 4.322988 8.083164 -0.023765 0.0 0.1 -0.2 0.141
N -3.937113 -7.632453 6.356765 -0.2 -0.2 -0.1 0.131
N 0.097497 -6.849377 -6.182459 0.0 0.2 0.2 0.150
N 0.986548 5.342453 -1.113530 -0.4 -0.1 -0.1 0.149
C 6.946212 2.138759 1.917658 0.1 0.0 0.0 -0.046
C 5.279642 -1.904749 -0.800388 -0.2 -0.1 -0.1 -0.285
C 0.050805 -0.852393 -2.910701 -0.5 0.5 0.2 -0.259
C 3.695433 11.776440 -1.945632 0.1 0.1 0.2 -0.257
C -0.385090 -11.401334 0.979161 -0.1 -0.1 0.0 -0.095
C 0.427635 0.950401 2.321095 -0.1 0.1 0.0 -0.276
C -3.217259 -6.777237 6.605281 0.1 0.1 0.0 -0.293
C -1.216999 7.173872 7.162014 0.0 0.4 0.1 -0.240
C -2.148915 -3.884098 -2.480731 -0.4 -0.4 0.2 -0.269
C 0.830704 -6.006544 -5.913079 -0.1 -0.2 -0.2 -0.289
C -1.630502 -6.096960 -3.010848 -0.3 -1.5 0.0 -0.067
C -0.318470 0.476885 -2.274235 0.6 0.6 -0.4 -0.180
C -4.679968 -0.941374 -3.310988 0.9 -0.3 0.4 -0.090
C -3.376105 -0.421642 -2.690698 -0.8 0.4 0.0 -0.288
C 1.149720 2.190352 2.569381 0.0 0.0 0.0 -0.072
C 5.566386 2.453172 1.592565 0.0 0.0 0.0 -0.224
C -2.296003 -5.691864 6.908135 0.1 0.1 0.0 -0.068
C 2.042287 4.909281 -1.017655 0.3 0.1 0.0 -0.270
C -0.902382 -6.638989 -1.756170 -0.3 1.1 -0.3 -0.374
C -0.343619 5.930194 3.280343 -0.1 0.1 -0.1 -0.275
C 1.988769 9.457235 -3.902514 -0.2 -0.2 -0.1 -0.091
C 2.775243 -9.347551 -0.974035 0.0 0.0 0.0 -0.260
C 4.270674 7.596350 1.012561 0.0 -0.1 0.2 -0.286
C 0.475636 -5.991103 -1.673336 -0.6 -0.6 0.1 -0.016
C -0.619591 4.036753 6.342898 0.2 -0.4 0.2 -0.093
C -0.769459 -2.061735 -2.467160 -0.1 0.1 -0.2 -0.180
C 3.480370 12.139424 -0.554643 0.0 0.0 0.1 -0.057
C 0.745259 3.619789 6.629122 -0.2 -0.1 -0.2 -0.288
C 0.695241 8.905178 -3.526935 0.1 0.0 -0.1 -0.282
C -0.279982 8.210873 7.565410 0.1 0.0 0.0 -0.043
C 4.194881 6.963648 2.321355 0.0 0.0 0.1 -0.049
C -1.532317 -2.955034 -3.483765 1.4 0.4 0.9 0.028
C 4.083234 -8.801292 -1.298635 0.1 0.0 0.0 -0.058
C -1.641543 6.582213 3.310586 -0.1 0.1 -0.1 -0.051
C 3.399850 4.423190 -0.853479 0.0 0.2 -0.1 -0.079
C -1.933594 -7.807639 2.848655 0.1 0.1 0.0 -0.049
C 0.896444 1.404985 -2.149986 -0.5 0.0 0.5 -0.073
C 1.771930 -4.941478 -5.592940 0.0 0.0 0.0 -0.066
C -1.538733 -11.408491 1.867095 0.2 0.0 -0.1 -0.290
C 3.917412 -2.142010 -1.242960 -0.1 0.0 0.0 -0.078
C -6.906182 3.011806 -4.403339 0.0 0.1 -0.1 -0.063
C -1.736280 -1.960402 -1.277480 -0.7 0.5 -0.2 -0.226
C -7.045824 1.919931 -3.451739 0.0 0.2 -0.1 -0.275
C -3.057324 -1.117932 -1.361966 0.8 0.2 -0.3 -0.624
C -0.076131 9.127436 1.060359 0.0 -0.2 0.1 -0.289
C -6.258718 -7.676836 -1.345795 -0.1 0.0 0.0 -0.054
C -4.861776 -7.440549 -1.012405 -0.2 0.0 -0.1 -0.208
C 0.666614 8.209830 0.215551 0.1 0.1 -0.1 -0.080
C -0.699600 -7.027140 2.944191 -0.4 -0.2 0.0 -0.292
H 2.760404 9.085092 -3.233515 0.0 0.0 0.0 0.069
H 0.412516 8.369107 -0.830680 0.0 -0.1 0.0 0.043
H -2.618968 -7.517495 3.643512 0.0 -0.1 0.0 0.068
H 4.148715 12.952190 -0.278436 0.0 0.0 0.0 0.085
H 0.073522 8.015546 8.575670 0.0 0.0 0.0 0.090
H -6.325521 -8.368739 -2.182780 0.0 0.0 0.0 0.087
H -2.004582 -5.737300 7.955256 0.0 0.0 0.0 0.084
H -0.277290 -12.376475 0.508519 0.0 0.0 0.0 0.085
H 2.450186 12.459899 -0.410893 0.0 0.0 0.0 0.086
H -2.190435 -6.928011 -3.416859 -0.5 0.2 -0.2 0.134
H -1.746067 7.234951 2.445555 0.0 0.0 0.0 0.066
H 4.654831 5.977964 2.281776 0.0 0.0 0.0 0.076
H 0.515987 -11.178496 1.545166 0.0 0.0 0.0 0.074
H 0.543376 3.039773 2.255060 0.1 0.0 0.0 0.054
H -1.405980 -5.777480 6.286959 0.0 0.0 0.0 0.076
H 0.569970 8.224513 6.885912 0.0 0.0 0.0 0.087
H -6.935148 2.622814 -5.419115 0.0 0.0 0.0 0.084
H -1.021268 0.989686 -2.919993 -0.4 -0.1 0.0 0.112
H 2.085736 2.192752 2.010761 0.0 0.0 0.0 0.043
H 3.344451 -2.603685 -0.440480 0.0 0.0 0.0 0.086
H 1.304978 -3.971496 -5.756171 0.0 0.0 0.0 0.077
H -2.585210 -3.861514 -0.503648 0.0 -0.2 -0.1 0.199
H -2.776086 -4.735147 6.713466 0.0 0.0 0.0 0.083
H -7.719893 3.721525 -4.271141 0.0 0.0 0.0 0.087
H -2.413027 -7.625996 1.886273 0.0 -0.1 0.0 0.063
H 1.736917 8.364260 0.349585 0.0 0.0 0.0 0.046
H 3.920555 -2.803094 -2.107518 0.0 0.0 0.0 0.078
H 4.093864 5.247197 -1.016606 0.0 0.0 0.0 0.074
H -0.771570 9.181097 7.541050 0.0 0.0 0.0 0.089
H -5.020434 -0.228170 -4.045713 -0.3 -0.1 -0.2 0.063
H 0.036646 -0.736027 -3.993246 0.1 -0.1 -0.2 0.157
H -2.234347 -2.413268 -4.103927 -0.3 -0.3 -0.1 0.130
H 3.448856 -1.200824 -1.517120 0.0 0.0 0.0 0.063
H -0.833935 -7.720206 -1.849069 0.2 -0.2 -0.2 0.145
H -0.942298 -5.788369 -3.794183 0.0 0.4 0.0 0.095
H 4.719107 7.571745 3.055629 0.0 0.0 0.0 0.087
H -0.743884 0.388430 -1.282842 -0.2 -0.2 0.1 0.066
H 3.152681 6.857405 2.621816 0.0 -0.1 0.0 0.064
H 4.399203 -9.158058 -2.276798 0.0 0.0 0.0 0.087
H 3.534911 4.033336 0.152776 -0.1 0.1 -0.2 0.008
H 0.376091 -4.925578 -1.476636 0.1 0.2 0.2 0.073
H 7.034234 1.934453 2.982934 0.0 0.0 0.0 0.091
H -1.179787 -1.684637 -0.389761 -0.1 -0.4 0.4 0.127
H 1.388659 1.167845 -1.212649 0.6 -0.1 -0.1 0.072
H 1.567199 1.338903 -2.997335 0.2 0.0 -0.1 0.081
H -1.705208 -8.866913 2.941290 -0.1 0.0 0.0 0.055
H -1.288978 3.181376 6.409830 0.0 0.0 0.0 0.090
H 7.261632 1.262060 1.357045 0.0 0.0 0.0 0.085
H -2.576788 -0.428911 -3.422294 0.3 -0.1 0.1 0.086
H -6.740968 -6.740341 -1.618299 0.0 0.0 0.0 0.084
H 4.036938 -7.714162 -1.311641 0.0 0.0 0.0 0.078
H -0.935438 4.790465 7.061171 0.2 -0.6 -0.2 0.017
H -0.510854 -10.647543 0.208325 0.0 0.0 0.0 0.045
H 0.006217 -2.744545 -2.122551 0.1 0.0 0.3 0.138
H -3.866034 -1.805797 -1.162520 -0.2 -0.1 0.2 0.076
H 1.032507 -6.484320 -0.882744 0.4 0.2 0.0 0.084
H 2.649800 -5.022004 -6.230316 0.0 0.0 0.0 0.091
H -3.565459 0.622050 -2.467219 0.2 0.2 0.0 0.084
H -2.431944 5.834695 3.292591 0.0 0.0 0.0 0.092
H -5.399326 -1.046959 -2.508197 -0.4 0.1 -0.1 0.066
H 3.611490 3.630855 -1.568287 0.0 0.0 0.0 0.081
H -1.736794 7.174513 4.217030 0.0 0.0 0.0 0.066
H 1.958992 10.537117 -3.842172 0.0 0.0 0.0 0.046
H 0.419101 7.185586 0.484024 0.0 0.0 -0.1 0.042
H 2.081484 -5.018466 -4.551566 0.0 0.0 0.0 0.067
H -6.772692 -8.105690 -0.488091 0.0 0.0 0.0 0.089
H 3.679964 11.279896 0.082898 0.0 0.0 0.0 0.070
H 0.549008 2.425869 -2.033304 0.0 0.2 -0.2 0.066
H 1.371772 2.286530 3.631372 0.0 0.0 0.0 0.076
H -4.523130 -1.919733 -3.764056 -0.2 -0.1 -0.2 0.068
H -0.673563 4.457060 5.339994 0.0 0.0 0.1 0.040
H 7.585380 2.981543 1.661003 0.0 0.0 0.0 0.089
H -5.959139 3.523200 -4.243171 0.0 0.0 0.0 0.084
H 2.230388 9.165131 -4.922773 0.0 0.0 0.0 0.086
H 0.949955 -6.117678 -2.641145 0.4 -0.1 0.0 0.069
H 4.809229 -9.116965 -0.552517 0.0 0.0 0.0 0.090
H -1.094963 -6.220652 0.091848 0.0 0.0 0.3 0.085
H -0.753274 -3.437715 -4.062050 -0.4 -0.4 -0.5 0.125
```
Positions in Å, forces in eV/Å.

Properties
net charge	+1
2S+1	1
orbital gap	0.351	Eh
energy	-157232.41753	eV
LUMO	-0.10672	Eh